# C73H77GeN6NaO4P4STe

C73H77GeN6NaO4P4STe as an isolated structure at a distorted geometry (ωB97M-V with the def2-TZVPD basis set, OMol25).

Computed properties:
Frontier orbital gap in eV: 3.61
Energy relative to the best compared isomer or geometry (same formula, charge and spin) in kJ/mol: 144.1
LUMO in eV: 3.2425
Charge: -2

Structure (XYZ):
```
168
Properties=species:S:1:pos:R:3:forces:R:3
C -1.14231 1.98614 3.73970 -0.207 -0.057 -0.171
N -0.64101 -4.85902 1.93707 0.079 0.035 0.226
C -0.78989 -1.64421 2.84205 0.057 0.683 0.786
C -3.49427 1.65200 5.14828 -0.188 0.013 0.116
H -0.25221 2.12286 3.14170 0.090 0.093 0.004
H -4.71678 -2.24582 -3.04618 -0.085 0.038 0.189
H -3.41964 9.27340 0.51572 0.017 0.022 0.067
H -3.98724 1.84777 -3.63942 -0.055 0.161 -0.213
C 5.55283 -5.23907 -0.23589 -0.069 0.144 0.083
H 1.74981 -2.76605 -7.51450 0.034 0.012 -0.025
N -5.80954 -4.91483 2.55566 -0.336 -0.151 -0.174
H -4.43227 1.54198 5.67917 -0.009 -0.041 0.055
H 2.06024 -2.95130 -3.26008 0.008 -0.075 0.080
C -5.90442 -3.64663 2.92729 -0.191 0.092 0.090
C -0.71595 -5.92329 -1.55057 0.122 0.090 0.025
C -3.50697 -4.83530 3.18266 0.218 0.019 0.104
O -0.18268 1.83070 -0.65013 0.173 0.577 -0.147
C -4.01403 0.31745 1.12349 0.094 -0.026 0.070
H 5.38895 0.83806 3.64120 -0.011 -0.015 0.066
H 3.73395 -0.72714 2.67784 -0.020 -0.025 0.129
C -2.69562 6.57148 -3.33940 0.070 0.111 -0.046
C 0.97397 -0.24359 4.88857 -0.010 0.140 -0.293
H -2.05582 -1.84095 -1.28988 -0.226 -0.028 0.007
C 5.95183 1.39572 0.35771 0.116 0.126 0.008
P 0.85231 -1.02423 3.20253 -0.191 -0.799 0.651
C -3.05023 -0.65277 1.39301 0.023 -0.041 -0.280
H -0.27971 -4.61101 -3.20576 -0.044 0.083 -0.137
C -3.18819 0.79307 4.10893 -0.036 0.095 -0.063
S -2.07483 5.44576 -4.56940 0.575 -0.111 -1.177
H -4.61966 -1.71770 -4.72305 -0.114 0.087 -0.179
C -0.83771 3.17430 -2.51986 0.094 -0.160 0.679
H 0.07352 5.81636 -4.36030 0.058 0.138 -0.152
C 5.90438 -4.23665 0.65825 0.181 -0.358 -0.042
C 2.94021 1.22767 -2.86511 0.203 0.232 -0.199
Te -1.95168 -2.50487 4.52559 0.089 0.029 -0.777
C 1.65737 1.68235 6.17984 0.134 0.199 0.136
H -3.79546 1.52070 -1.92436 0.100 0.006 0.207
C 4.24342 -0.27555 0.65351 -0.061 -0.012 0.012
H -1.26882 -0.67486 -5.38294 0.040 -0.203 0.084
C 3.65993 -4.65693 3.68723 -0.004 -0.094 0.025
H 2.03452 -4.07939 -5.44354 -0.020 -0.076 0.028
O -1.89778 6.18543 -5.80108 0.065 0.211 0.510
H 2.70627 -3.86230 -1.42626 -0.099 -0.038 -0.108
H -0.34389 -3.99978 2.38391 -0.149 0.028 0.069
C -0.29595 4.57621 -2.74357 -0.197 -0.233 0.594
Ge -2.82983 -0.46816 -3.28371 0.154 -0.437 0.434
H -5.05940 9.17748 -0.10756 -0.080 0.001 0.046
H 1.54571 0.81814 -5.18804 -0.027 0.054 -0.057
C 1.18542 1.08753 7.33748 0.027 0.068 0.126
H 5.42222 -2.33779 1.49125 0.069 0.014 -0.010
O -2.89387 4.27459 -4.62868 0.044 0.171 0.610
H 0.28286 -0.66658 8.17955 -0.048 0.006 0.052
C -4.03082 -1.98589 -3.84878 0.256 0.387 0.080
H 6.78190 2.23157 2.14979 0.025 0.002 0.005
H -5.10011 0.74898 -2.81230 -0.171 -0.091 -0.007
H 2.68469 -1.98506 5.50607 0.022 0.034 -0.001
H 0.21354 -2.68030 -1.70857 -0.132 0.019 -0.164
C -2.63032 7.93548 -3.60511 0.063 -0.434 -0.197
H -1.86229 3.11752 -2.88511 -0.008 -0.127 0.052
H 3.45474 4.45214 -1.94840 -0.022 0.021 0.026
H -3.97157 6.66649 -0.22380 -0.026 -0.078 0.075
C 1.95301 -2.37013 -4.16248 0.068 0.100 0.173
H -1.25755 0.96249 -4.74839 0.155 0.237 0.083
H 0.78595 4.59208 -2.57615 -0.098 0.061 -0.069
C 4.37872 -0.14422 2.03313 0.008 -0.054 -0.046
H -2.86077 3.34083 6.31204 0.003 -0.012 0.023
C 3.99860 -2.91526 -0.01100 0.073 -0.415 0.090
C 1.78339 -2.26714 -6.55406 -0.006 -0.003 -0.030
C -0.34070 -4.72125 -2.13489 0.038 -0.111 -0.161
H -1.28778 -0.22701 -1.28755 -0.348 0.211 -0.049
C -4.42551 -2.29602 0.30078 -0.071 -0.022 -0.133
C 1.54920 1.02109 4.97051 0.100 -0.257 0.021
C 1.86804 -2.50652 3.58325 0.314 0.161 -0.189
C 2.73102 2.46149 -2.25494 -0.164 -0.335 -0.158
H -0.45642 -5.70658 2.44545 0.040 0.010 -0.049
C -3.60971 7.01926 -1.17883 -0.013 0.538 0.024
H -0.76458 5.25643 -2.01608 0.222 -0.169 -0.006
H -1.09855 -6.91672 0.32133 -0.065 -0.118 0.041
C 3.60087 -3.73928 4.72175 0.249 -0.149 0.152
H -2.61874 0.41440 -5.70603 -0.169 0.108 -0.189
C -5.39139 -1.33368 0.06092 -0.053 -0.120 -0.045
C -4.02433 9.36927 -0.38552 -0.001 -0.033 -0.002
C -0.05189 -3.65016 -1.30429 0.202 -0.161 -0.328
H -6.88748 -3.20395 2.81223 0.013 0.153 0.027
H 1.84894 2.58199 -1.64535 -0.208 0.022 0.163
H 6.78977 -4.35067 1.27009 0.041 0.014 0.050
H 4.24054 0.11638 -4.17673 -0.026 -0.022 -0.034
C -1.89296 0.10788 -4.95719 -0.284 -0.107 0.204
C -0.83187 2.85208 -0.98892 0.161 0.009 -0.845
H -5.00682 -1.88010 3.71312 -0.001 0.113 -0.030
H 6.54660 2.01181 -0.30412 0.040 0.023 -0.037
C 1.97961 -3.40658 2.52404 -0.046 -0.010 0.119
N 2.12100 1.55765 0.96782 -0.297 0.354 -0.073
C -2.00660 0.95600 3.39065 0.108 0.108 -0.047
H 0.12330 -1.83940 6.03775 0.038 -0.071 0.041
P 2.93423 -1.41819 0.04677 0.472 0.047 -0.121
C -1.43514 2.82711 4.79365 0.000 0.254 0.244
H 5.80962 1.97219 -4.51753 0.025 -0.001 -0.006
C -3.18334 6.10880 -2.12253 0.063 -0.166 -0.332
H 2.87459 -5.19202 1.77005 0.036 -0.069 -0.183
P 1.78692 -0.14163 -2.44177 0.220 -0.292 -0.198
C 4.94609 2.10932 -3.87775 0.232 0.054 -0.022
H -4.56465 -6.52074 2.36871 0.107 -0.043 0.022
H -6.29677 -1.59025 -0.47428 -0.050 -0.044 -0.005
C 0.52908 -0.83738 6.06445 -0.035 0.042 -0.035
H -0.95020 -6.78841 -2.15857 -0.017 -0.018 -0.050
C 1.83877 -0.98743 -4.07106 -0.330 0.077 -0.011
C -5.18389 -0.02631 0.47656 -0.164 0.089 -0.050
H 1.52245 -0.30807 -7.37691 -0.050 0.059 -0.034
H 1.92744 1.47895 4.06704 -0.002 0.096 -0.088
C -1.64258 -1.04842 -1.90519 0.287 0.036 -0.661
C -4.06484 1.07647 -2.87822 0.279 -0.210 -0.181
H 4.36077 -5.48051 3.72295 0.033 -0.061 0.013
O -1.41900 3.63205 -0.24263 -0.480 0.668 0.315
H -4.57615 -3.31315 -0.03617 -0.006 -0.068 -0.033
C -3.25737 -1.95554 0.95791 0.063 0.134 0.002
C 2.82979 -4.49157 2.59065 0.066 -0.158 0.022
C -3.56514 8.39630 -1.43119 0.093 -0.344 -0.144
H -3.21643 5.04948 -1.92455 0.001 -0.199 0.133
C -2.61671 2.66475 5.50079 0.064 0.120 0.042
C 4.06078 1.06572 -3.68612 -0.154 0.025 0.165
H 5.44468 4.13867 -3.38209 -0.002 0.028 -0.019
C -3.07339 8.83731 -2.65941 -0.115 0.039 0.348
H -3.95067 10.39349 -0.74286 0.007 0.093 -0.008
H 2.11247 2.66504 6.21972 -0.019 0.034 0.007
C -0.49143 -4.86769 0.57914 -0.140 -0.152 -0.308
H 2.34210 1.86482 1.90607 0.079 -0.179 0.101
C -4.84762 -2.90958 3.43020 0.059 0.168 0.214
C 5.04196 0.49905 -0.17760 -0.100 -0.190 -0.028
H 1.25308 1.60380 8.28699 0.022 0.030 0.017
C 3.62215 -3.95666 -0.86331 -0.099 0.374 0.119
H 1.39450 -3.21809 1.63398 -0.087 -0.106 -0.078
N 2.90951 -1.16397 -1.63260 0.393 -0.029 -0.275
C 1.64914 -0.88935 -6.47388 -0.041 0.034 -0.139
C 5.13567 -3.09653 0.77756 -0.211 0.277 -0.141
H 4.93988 0.43506 -1.25160 -0.023 -0.014 -0.057
H -2.57019 -5.35955 3.27331 -0.028 -0.030 -0.026
C 0.63103 -0.18085 7.27713 -0.058 -0.040 0.141
C 2.71156 -2.68079 4.67880 -0.121 0.132 0.056
C 1.66377 -0.25640 -5.24410 0.038 -0.020 0.103
H 2.80941 1.97242 0.35310 0.124 0.078 -0.034
C 4.73990 3.32831 -3.24453 -0.136 0.027 0.084
H -0.75149 3.62208 5.06049 0.046 0.064 0.011
H 6.16757 -6.12484 -0.33383 -0.009 -0.027 -0.010
H 4.26598 -3.84236 5.57002 0.013 -0.026 0.083
H -5.93240 0.73022 0.27530 0.003 0.036 -0.054
C 4.39277 -5.09344 -0.98541 0.201 -0.350 -0.009
H 4.08953 -5.87852 -1.66449 -0.063 -0.043 -0.054
C -3.59817 -3.50028 3.55562 0.180 -0.097 0.330
C 6.08196 1.51954 1.73024 0.103 0.084 0.039
N -0.52192 5.04234 -4.10672 -0.802 0.283 -0.437
H 1.22376 1.96912 0.71398 -0.131 0.289 -0.049
C -0.79229 -6.00902 -0.17717 0.043 -0.030 0.060
C 5.29812 0.73817 2.56748 0.028 0.049 0.165
H -2.24690 8.25478 -4.56217 0.017 0.082 -0.070
H -2.48159 -2.69184 1.12776 -0.002 -0.034 -0.010
C -4.61979 -5.48289 2.68214 0.053 -0.234 -0.059
H -3.88806 0.01933 3.82160 0.054 0.041 0.032
C 3.62265 3.50036 -2.43745 0.388 0.328 -0.087
H -3.82555 1.34434 1.41513 -0.064 0.032 -0.034
H -3.45682 -2.87718 -4.08828 0.207 -0.100 -0.030
H -0.23902 2.42822 -3.04546 -0.060 0.047 -0.079
C 1.93542 -3.00348 -5.39149 -0.014 -0.132 -0.141
Na 0.35503 -0.00312 0.07116 -0.025 -0.801 0.036
N -0.11390 -3.72137 0.01513 0.063 0.073 0.434
H 3.79260 -1.32155 -2.11943 -0.153 -0.070 0.057
P -1.43730 -0.15631 2.05970 -0.848 -0.681 0.323
H -3.03273 9.89892 -2.86900 -0.007 0.047 -0.003
```
Forces are in eV/Å.